Density functional theory data (ωB97M-V/def2-TZVPD) for 2 unconnected molecules or ions with the total composition C9H14 at a distorted geometry.

XYZ file:
```
23
Properties=species:S:1:pos:R:3:forces:R:3
C -0.4189 0.6438 2.5056 -0.407 -1.211 0.748
C 0.0241 -0.3775 1.4880 -0.208 -0.268 -0.101
C -0.9682 -0.9512 0.6907 -0.036 0.040 -0.260
C -0.6846 -1.8138 -0.3683 0.061 0.360 0.127
C 0.6327 -2.1214 -0.6357 0.967 0.162 0.441
C 1.6326 -1.6912 0.2547 -0.914 -0.327 -1.198
C 1.3316 -0.8079 1.2668 0.789 -0.262 0.422
H -1.3335 1.0840 2.1172 0.342 0.866 -0.035
H 0.3635 1.2969 2.8774 -0.083 0.450 -0.484
H -0.7978 0.1514 3.4198 0.295 -0.186 -0.237
H -1.9999 -0.6460 0.8347 0.020 -0.040 0.113
H -1.4876 -2.1769 -0.9958 0.003 0.035 -0.050
H 0.9884 -2.6077 -1.5327 -0.444 -0.471 -0.019
H 2.6348 -2.0503 0.0613 0.144 0.286 0.200
H 2.2149 -0.5370 1.8419 -0.526 0.529 0.381
C 0.3783 1.9010 -1.4750 0.101 -0.545 0.351
C -0.9687 1.3805 -1.9848 0.531 -0.913 0.311
H 1.1329 1.6364 -2.2218 -0.003 0.160 0.047
H 0.5286 2.9519 -1.2310 -0.489 0.062 0.004
H 0.6076 1.2901 -0.5960 0.252 0.298 0.050
H -1.3558 1.9241 -2.8323 -0.142 -0.030 -0.330
H -1.7662 1.1758 -1.2636 0.166 0.827 0.283
H -0.6888 0.3449 -2.2210 -0.420 0.178 -0.764
```
Forces are in eV/Å.

Summary:
2S+1: 1
SMILES: Cc1ccccc1.CC
HOMO level, eV: -8.99
Maximum force, eV Å⁻¹: 1.5
ΔE to the lowest compared entry with this formula, charge and spin, kJ/mol: 58.4

Density functional theory data (ωB97M-V/def2-TZVPD) for 6 unconnected molecules or ions with the total composition C3H19NO5 at a distorted geometry.

XYZ file:
```
28
Properties=species:S:1:pos:R:3:forces:R:3
C -0.1668 2.4613 -0.1804 -1.325 0.773 -2.377
C 0.2012 0.9834 -0.1914 0.133 0.145 0.458
N -0.4296 0.2323 0.9181 1.501 0.231 -2.419
C -1.7944 -0.1489 0.6588 -0.825 -0.456 0.750
H -1.1089 2.7227 -0.7315 -0.032 -0.767 0.942
H 0.4408 3.0385 -0.8742 0.981 -0.030 0.339
H -0.2060 2.9693 0.7670 0.222 -0.067 0.554
H 1.2890 0.9286 -0.1081 -0.052 -0.240 0.136
H -0.0566 0.5026 -1.1316 -0.115 0.037 -0.117
H -0.2003 0.8117 1.7128 -1.020 -0.281 0.486
H -2.1086 -0.5231 1.6334 -0.852 -0.070 -0.200
H -2.4947 0.5876 0.2639 0.040 0.969 0.536
H -2.0155 -0.9368 -0.0930 1.334 -0.109 0.464
O -0.3765 -1.1779 -3.1179 0.014 0.626 0.053
H -1.0589 -1.8527 -3.2350 0.705 -0.178 0.078
H 0.5336 -1.4990 -3.1993 -0.766 -0.408 -0.092
O -3.2984 -0.7045 -2.7595 0.574 -0.338 -0.916
H -3.7117 -0.1519 -2.1061 -0.099 0.513 0.259
H -2.7282 -0.1455 -3.3215 -0.433 -0.191 0.644
O 2.8296 -1.2997 1.7919 -0.511 -0.970 0.993
H 3.0416 -1.2707 2.7287 0.539 0.631 0.282
H 2.1707 -2.0019 1.8666 0.027 -0.114 -0.845
O 3.7049 0.2288 -0.1813 -0.432 0.619 0.869
H 3.3368 -0.1538 0.6522 0.420 0.238 -1.061
H 3.9793 -0.5174 -0.6976 0.204 -0.567 -0.287
O 0.2037 -1.1871 3.2177 0.578 -1.084 2.487
H -0.5296 -0.5892 3.3713 0.205 -0.073 -1.034
H 0.5534 -1.3067 2.3460 -1.016 1.162 -0.984
```
Forces are in eV/Å.

Summary:
2S+1: 1
SMILES: CCNC.O.O.O.O.O
HOMO level, eV: -8.68
Maximum force, eV Å⁻¹: 2.9
ΔE to the lowest compared entry with this formula, charge and spin, kJ/mol: 109.3

Density functional theory data (ωB97M-V/def2-TZVPD) for a single C2H3Cl2NSi molecule at a distorted geometry.

XYZ file:
```
9
Properties=species:S:1:pos:R:3:forces:R:3
C -0.2732 1.6977 -0.1227 -1.233 -16.357 -8.669
C -0.0433 0.3736 -0.7316 -2.945 1.649 1.005
N -0.2390 2.7290 0.3465 0.927 15.186 7.776
Si -0.0581 -1.0147 0.5844 -0.192 0.792 -1.324
Cl 1.6621 -0.7768 1.5458 1.299 0.007 0.584
Cl -0.1919 -2.7469 -0.4272 -0.015 -0.785 -0.270
H 0.9041 0.4699 -1.1358 2.315 -0.304 -0.918
H -0.7347 0.2638 -1.6916 0.701 -0.384 1.523
H -1.0259 -0.9955 1.6322 -0.858 0.196 0.294
```
Forces are in eV/Å.

Summary:
2S+1: 3
HOMO level (alpha / beta), eV: -5.13 / -11.54
Maximum force, eV Å⁻¹: 18.6
⟨S²⟩: 2.01
ΔE to the lowest compared entry with this formula, charge and spin, kJ/mol: 212.0

Density functional theory data (ωB97M-V/def2-TZVPD) for 5 unconnected molecules or ions with the total composition C27H28BrClF4N.

XYZ file:
```
62
Properties=species:S:1:pos:R:3:forces:R:3
Cl 0.9282 0.4640 2.9328 -0.018 0.092 0.118
N -0.5467 0.9787 2.2005 -0.262 0.232 -0.225
C -1.2915 -0.1339 1.4692 -0.440 -0.020 0.330
C -2.6269 -0.3695 2.1358 0.142 0.546 -0.188
C -3.5116 0.8688 1.8969 0.306 -0.574 0.336
Br -4.3041 1.5551 3.5213 -0.038 -0.055 -0.070
H -0.3153 1.7152 1.5193 0.267 -0.159 -0.048
H -1.1464 1.4126 2.9117 0.080 -0.246 0.185
H -1.4744 0.2315 0.4680 0.309 0.003 -0.277
H -0.6598 -1.0092 1.4631 0.251 -0.095 -0.037
H -3.0411 -1.2357 1.6398 -0.276 -0.302 0.126
H -2.5173 -0.5917 3.1904 -0.007 -0.167 0.162
H -2.9206 1.6763 1.4961 -0.018 0.396 -0.172
H -4.2561 0.6208 1.1622 -0.509 0.210 0.020
F 0.1152 1.7917 -0.2018 -0.079 0.093 -0.195
C 1.3196 2.0004 -0.8397 0.595 0.112 -0.310
C 1.4237 1.7487 -2.1881 -0.348 -0.098 -0.069
C 2.6476 1.9690 -2.8049 0.026 0.136 0.219
C 3.7341 2.4222 -2.0651 -0.021 -0.040 -0.027
C 3.6024 2.6608 -0.7043 -0.011 -0.062 -0.224
C 2.3778 2.4525 -0.0901 -0.165 0.043 0.516
H 0.5671 1.3890 -2.7431 0.007 0.018 -0.009
H 2.7527 1.7866 -3.8617 -0.019 -0.024 -0.038
H 4.6847 2.5862 -2.5534 -0.007 0.000 -0.016
H 4.4467 3.0055 -0.1237 -0.023 0.030 0.014
H 2.2363 2.6417 0.9676 0.087 0.035 0.006
F -3.0795 -2.9523 3.7257 0.036 0.017 -0.002
C -2.0316 -3.6868 4.1681 0.146 -0.151 0.081
C -2.2473 -4.9939 4.5490 -0.185 -0.092 -0.015
C -1.1706 -5.7442 4.9970 0.079 0.095 -0.013
C 0.0965 -5.1805 5.0655 0.035 -0.048 0.021
C 0.2900 -3.8624 4.6812 -0.035 -0.050 -0.003
C -0.7804 -3.1064 4.2243 -0.021 0.147 -0.077
H -3.2431 -5.4125 4.4947 -0.002 0.022 -0.012
H -1.3220 -6.7724 5.2944 -0.022 -0.005 0.009
H 0.9315 -5.7690 5.4196 0.003 0.002 0.002
H 1.2755 -3.4200 4.7396 0.005 0.007 -0.009
H -0.6485 -2.0761 3.9179 -0.014 0.006 0.046
F -3.5181 1.5715 -0.9152 0.082 -0.027 -0.097
C -4.0386 2.7005 -1.4758 -0.107 0.232 -0.112
C -5.1196 3.3036 -0.8694 -0.040 -0.129 0.212
C -5.6427 4.4551 -1.4390 0.065 0.023 -0.092
C -5.0851 4.9745 -2.5989 -0.017 0.036 -0.012
C -3.9988 4.3453 -3.1908 -0.080 0.033 0.071
C -3.4636 3.1978 -2.6248 0.194 -0.126 -0.061
H -5.5449 2.8780 0.0309 0.002 0.003 -0.013
H -6.4875 4.9456 -0.9760 -0.015 -0.016 0.011
H -5.4986 5.8699 -3.0418 0.000 0.000 -0.006
H -3.5667 4.7469 -4.0969 0.019 -0.003 -0.004
H -2.6138 2.6942 -3.0666 -0.026 -0.019 -0.002
F 4.2891 0.1497 -4.4798 0.055 -0.015 -0.074
C 4.8251 -0.9866 -3.9794 0.099 -0.210 0.096
C 5.8762 -0.8941 -3.0906 0.045 0.189 0.060
C 6.4207 -2.0620 -2.5773 -0.070 -0.072 -0.047
C 5.9150 -3.2960 -2.9621 0.021 -0.041 0.032
C 4.8590 -3.3636 -3.8602 0.066 0.048 0.068
C 4.3030 -2.2010 -4.3734 -0.165 0.002 -0.118
H 6.2610 0.0777 -2.8107 -0.009 0.003 -0.019
H 7.2432 -2.0076 -1.8772 0.018 0.018 -0.010
H 6.3460 -4.2045 -2.5637 0.003 -0.002 -0.008
H 4.4676 -4.3243 -4.1657 -0.017 0.000 -0.010
H 3.4769 -2.2312 -5.0714 0.023 0.022 -0.018
```
Forces are in eV/Å.

Summary:
2S+1: 1
HOMO level, eV: -11.13
Maximum force, eV Å⁻¹: 0.7
Charge: +1

Density functional theory data (ωB97M-V/def2-TZVPD) for a molecular structure, CH6NO at a distorted geometry.

XYZ file:
```
9
Properties=species:S:1:pos:R:3:forces:R:3
C 0.1420 -0.6553 -0.0928 5.725 1.119 0.260
N -0.8504 0.3889 -0.1617 -0.149 0.458 -0.101
O 1.7802 0.2972 -0.0893 -4.921 -1.167 -0.410
H 0.2237 -1.1757 0.8524 -0.473 0.038 -0.023
H 0.2728 -1.2484 -0.9888 -0.398 0.088 -0.003
H -1.7968 -0.0304 -0.1865 0.243 0.316 -0.007
H -0.7744 1.0152 0.6548 -0.024 -0.107 -0.228
H -0.7039 0.9499 -1.0165 -0.102 -0.064 0.267
H 2.4448 -0.3090 0.2404 0.098 -0.680 0.246
```
Forces are in eV/Å.

Summary:
2S+1: 1
HOMO level, eV: -15.84
Maximum force, eV Å⁻¹: 5.8
ΔE to the lowest compared entry with this formula, charge and spin, kJ/mol: 213.2
Charge: +1

Density functional theory data (ωB97M-V/def2-TZVPD) for a single C6H12O molecule.

XYZ file:
```
19
Properties=species:S:1:pos:R:3:forces:R:3
C 1.8295 -0.4256 0.1622 0.004 -0.050 0.037
C 0.8054 0.3618 -0.6509 0.045 -0.164 -0.117
O 0.7191 1.6989 -0.1644 0.086 0.041 -0.037
C -0.3326 1.7858 0.7970 -0.214 0.077 0.209
C -1.0584 0.4328 0.7915 -0.028 -0.018 0.051
C -0.6443 -0.1389 -0.5664 -0.007 0.040 -0.033
C -0.8943 -1.6263 -0.7647 0.031 -0.057 0.021
H 1.5613 -0.4498 1.2249 0.011 -0.023 -0.167
H 1.9281 -1.4571 -0.1937 -0.024 0.142 0.013
H 2.8059 0.0624 0.0804 -0.150 -0.074 -0.002
H 1.1433 0.4217 -1.6929 -0.061 0.015 0.130
H 0.0848 2.0394 1.7796 -0.060 -0.055 -0.124
H -1.0038 2.5995 0.4950 0.107 -0.098 0.033
H -0.7011 -0.2172 1.6005 -0.057 0.103 -0.132
H -2.1423 0.5328 0.9033 0.156 0.021 -0.037
H -1.1943 0.4126 -1.3417 0.065 -0.068 0.083
H -1.9701 -1.8345 -0.7433 0.166 0.014 0.009
H -0.5129 -1.9668 -1.7348 -0.037 0.045 0.151
H -0.4236 -2.2316 0.0182 -0.033 0.110 -0.089
```
Forces are in eV/Å.

Summary:
2S+1: 1
SMILES: C[C@@H]1OCC[C@@H]1C
HOMO level, eV: -9.49
Maximum force, eV Å⁻¹: 0.3
ΔE to the lowest compared entry with this formula, charge and spin, kJ/mol: 37.3